{
  "formula": "C42H102F6N5O11P",
  "method": "ωB97M-V with the def2-TZVPD basis set",
  "e_homo_ha": -0.3797,
  "charge": 2,
  "relative_energy_kcal_mol": 0.0,
  "elements": ["C", "C", "N", "C", "C", "C", "C", "C", "O", "C", "H", "H", "H", "H", "H", "H", "H", "H", "H", "H", "H", "H", "H", "H", "H", "H", "H", "H", "H", "H", "C", "C", "N", "C", "C", "C", "C", "C", "O", "C", "H", "H", "H", "H", "H", "H", "H", "H", "H", "H", "H", "H", "H", "H", "H", "H", "H", "H", "H", "H", "C", "C", "N", "C", "C", "C", "C", "C", "O", "C", "H", "H", "H", "H", "H", "H", "H", "H", "H", "H", "H", "H", "H", "H", "H", "H", "H", "H", "H", "H", "C", "C", "N", "C", "C", "C", "C", "C", "O", "C", "H", "H", "H", "H", "H", "H", "H", "H", "H", "H", "H", "H", "H", "H", "H", "H", "H", "H", "H", "H", "C", "C", "N", "C", "C", "C", "C", "C", "O", "C", "H", "H", "H", "H", "H", "H", "H", "H", "H", "H", "H", "H", "H", "H", "H", "H", "H", "H", "H", "H", "O", "C", "O", "O", "H", "O", "C", "O", "O", "H", "P", "F", "F", "F", "F", "F", "F"],
  "coordinates": [[-6.244560, 2.325980, 4.383540], [-6.835070, 0.968010, 4.015430], [-7.105940, 0.777830, 2.484460], [-8.540620, 1.325060, 2.210800], [-6.064300, 1.474100, 1.539490], [-6.115430, 1.042060, 0.054670], [-6.918220, -0.732420, 2.228510], [-7.922000, -1.776480, 3.067630], [-7.552340, -1.728610, 4.402780], [-6.350940, -2.448670, 4.670050], [-6.486510, 3.180030, 3.750970], [-5.164660, 2.199780, 4.460920], [-6.672180, 2.709300, 5.309990], [-7.800310, 0.822780, 4.500550], [-6.088200, 0.266660, 4.387440], [-9.304690, 0.801330, 2.785260], [-8.627660, 1.260180, 1.126220], [-8.454960, 2.355060, 2.557010], [-5.073620, 1.513460, 1.992360], [-6.287310, 2.538570, 1.612210], [-5.674150, 0.068210, -0.157430], [-5.407160, 1.753910, -0.369270], [-7.078050, 0.970960, -0.451710], [-5.878610, -1.039080, 2.343750], [-7.167850, -0.920400, 1.184270], [-7.913570, -2.753230, 2.583880], [-8.974440, -1.521670, 2.943020], [-6.194960, -3.428920, 4.219620], [-6.423950, -2.638940, 5.740830], [-5.506960, -1.761510, 4.609880], [-8.457950, -8.037760, -0.956670], [-8.652050, -6.802770, -1.959520], [-9.540170, -7.160820, -3.205730], [-9.768740, -5.731700, -3.817450], [-8.707290, -7.921550, -4.239650], [-9.289740, -8.137720, -5.695480], [-10.906460, -7.836550, -2.923500], [-11.879370, -7.059100, -2.092180], [-11.386590, -6.766780, -0.784290], [-12.064450, -5.650030, -0.118520], [-8.387620, -8.996490, -1.470460], [-9.369510, -8.056710, -0.359340], [-7.600940, -7.886980, -0.300250], [-7.680950, -6.381690, -2.219810], [-8.924040, -5.933990, -1.360070], [-10.246570, -5.034920, -3.128780], [-10.385250, -5.785920, -4.714710], [-8.816620, -5.276020, -4.089360], [-8.386150, -8.842110, -3.752270], [-7.760310, -7.389960, -4.333210], [-9.441930, -7.225450, -6.272270], [-10.230470, -8.663500, -5.532140], [-8.594910, -8.801190, -6.210390], [-10.661820, -8.856410, -2.626620], [-11.393510, -7.902720, -3.896390], [-12.721710, -7.718930, -1.884380], [-12.273780, -6.219870, -2.665110], [-11.631790, -4.706360, -0.450770], [-11.961860, -5.672610, 0.966400], [-13.133790, -5.494880, -0.261810], [-8.746560, -2.949920, -6.176110], [-10.008070, -2.749130, -5.362630], [-10.740140, -1.396830, -5.523100], [-11.548320, -1.342060, -6.875310], [-11.830450, -1.334350, -4.364580], [-12.955080, -0.208320, -4.483270], [-9.844480, -0.151100, -5.612010], [-8.934820, 0.163180, -4.371000], [-9.722770, 0.837960, -3.427740], [-9.137990, 0.908200, -2.088580], [-8.052710, -2.124440, -6.017200], [-8.823250, -3.202760, -7.233600], [-8.418360, -3.937730, -5.852660], [-9.633920, -2.828970, -4.341980], [-10.771450, -3.474040, -5.645240], [-12.343320, -2.087540, -6.893910], [-10.845050, -1.354150, -7.707990], [-11.990070, -0.350130, -6.970340], [-11.286360, -1.201220, -3.429520], [-12.317580, -2.309440, -4.362920], [-12.457690, 0.753910, -4.361510], [-13.678870, -0.366740, -3.683800], [-13.504740, -0.088680, -5.416900], [-10.350950, 0.813570, -5.643660], [-9.271750, -0.233320, -6.535770], [-8.235580, 0.907860, -4.751270], [-8.291020, -0.577950, -3.897340], [-9.825070, 1.518020, -1.501950], [-8.160540, 1.336330, -2.310830], [-9.008510, -0.073270, -1.632450], [-2.097610, -4.687490, 0.499020], [-3.203950, -5.283550, 1.464360], [-4.360450, -6.062250, 0.751020], [-4.918300, -5.203810, -0.392970], [-3.905800, -7.393250, 0.112250], [-3.368000, -8.378700, 1.153580], [-5.505850, -6.418870, 1.747220], [-6.432300, -5.225880, 2.230580], [-7.401870, -4.958910, 1.229450], [-8.750780, -5.255820, 1.609380], [-2.351440, -3.653120, 0.267200], [-1.971210, -5.257360, -0.421510], [-1.128920, -4.812820, 0.982790], [-3.763030, -4.446550, 1.882650], [-2.935700, -5.905960, 2.318020], [-4.195040, -5.177440, -1.208020], [-5.362520, -4.274950, -0.035230], [-5.759570, -5.807460, -0.733510], [-3.109310, -7.296110, -0.625500], [-4.718940, -7.776050, -0.504490], [-4.101060, -8.866730, 1.795880], [-2.774990, -7.924010, 1.947110], [-2.791280, -9.175630, 0.684130], [-4.929200, -6.783850, 2.597140], [-6.032560, -7.304080, 1.390750], [-5.815430, -4.351180, 2.436700], [-6.941310, -5.443760, 3.169480], [-8.979910, -6.280830, 1.900880], [-9.413270, -4.965890, 0.793820], [-8.987370, -4.648380, 2.482960], [-4.671550, -2.803980, -6.193830], [-3.671210, -2.326380, -5.147220], [-4.095110, -1.056000, -4.309100], [-5.496400, -1.259580, -3.721490], [-3.133770, -0.873840, -3.023790], [-3.084120, -2.075700, -2.172680], [-3.896990, 0.157100, -5.254930], [-4.155620, 1.527140, -4.712960], [-5.265810, 1.636260, -3.846070], [-5.335320, 3.057410, -3.510210], [-4.567350, -3.775500, -6.676940], [-4.685570, -2.047680, -6.978640], [-5.652330, -2.855250, -5.721040], [-2.689390, -2.038120, -5.522780], [-3.625680, -3.146420, -4.430590], [-5.598400, -2.336750, -3.589560], [-6.192690, -0.883760, -4.471180], [-5.769790, -0.766650, -2.788550], [-3.466990, 0.035490, -2.523610], [-2.126350, -0.665780, -3.384240], [-2.325790, -1.800680, -1.439600], [-2.824640, -3.016880, -2.657390], [-4.018800, -2.054660, -1.612300], [-4.748150, 0.089140, -5.932440], [-2.978960, -0.019440, -5.815430], [-4.365550, 2.210980, -5.535400], [-3.183070, 1.786010, -4.294350], [-5.748640, 3.708610, -4.280400], [-4.359230, 3.372370, -3.141260], [-5.931230, 3.158720, -2.603170], [-6.236600, -5.128390, -4.707570], [-5.128330, -5.860610, -4.631150], [-4.315990, -5.758030, -3.696290], [-4.833480, -6.564780, -5.600110], [-6.441950, -4.734180, -3.856670], [-9.144130, -3.450700, -1.617340], [-7.827100, -3.136420, -1.713590], [-7.080000, -3.930570, -2.268560], [-7.446120, -2.143930, -1.183740], [-9.164780, -2.703870, -1.014500], [-12.187400, -0.787570, 0.499190], [-12.415010, -1.038970, -1.040230], [-13.799540, -0.429540, 0.600840], [-12.411470, -2.460450, 0.678710], [-12.128690, -0.501020, 2.045640], [-10.567140, -1.051490, 0.393240], [-11.843510, 0.733690, 0.063710]],
  "forces_ev_per_angstrom": [[-0.249, 0.533, -0.056], [0.082, 1.272, -0.515], [0.895, -1.466, 0.933], [2.060, -0.203, -0.214], [-1.590, 0.566, 0.427], [1.078, -0.353, 0.817], [-2.839, -1.485, -0.328], [1.170, 2.503, -1.427], [-0.110, -1.594, -0.095], [-0.379, 0.807, 2.068], [0.108, -0.270, -0.587], [-0.072, 0.528, 0.119], [0.314, -0.551, 0.401], [0.235, -0.309, -0.145], [-0.540, -0.433, -0.514], [0.243, -0.230, -0.318], [-0.650, 0.037, 0.248], [-0.316, 0.030, -0.223], [0.061, -1.104, 0.004], [-0.566, 0.014, -0.232], [0.118, -0.171, 0.429], [-0.427, 0.182, -0.645], [-0.011, 0.693, 0.321], [0.010, 0.491, 0.392], [-0.046, 0.140, -0.107], [0.833, -0.185, 0.029], [0.028, 0.644, 0.223], [-0.281, 0.385, -0.550], [0.110, -0.203, 0.093], [0.409, -0.280, -0.610], [-1.200, 1.226, -1.198], [1.046, -1.926, 1.572], [0.182, 3.308, -0.192], [-0.317, -0.477, -0.018], [0.789, 0.086, -0.572], [-0.177, -0.258, 2.245], [1.363, 0.207, -0.793], [-0.331, -0.447, 1.661], [-0.581, 1.191, 0.207], [0.452, 0.564, -0.301], [0.298, 0.062, -0.017], [0.134, -0.188, 0.201], [0.013, 0.085, -0.225], [0.106, -0.650, -1.351], [-1.535, -0.188, -0.438], [0.028, -0.516, 0.392], [-0.014, -0.438, 0.047], [0.261, -0.488, 0.194], [-0.547, -0.323, -0.210], [-0.119, 0.467, 0.068], [0.141, -0.060, 0.210], [-0.114, -0.059, -0.659], [-0.050, 0.140, 0.019], [-0.152, 0.166, 0.462], [0.198, -0.143, -0.140], [-0.335, -0.213, -0.663], [0.235, 0.450, 0.275], [0.270, 0.040, -0.096], [0.447, -0.592, -0.122], [-0.198, -0.864, -0.551], [-0.403, -0.576, -0.603], [0.131, 1.148, -0.808], [-2.013, 1.089, -0.809], [0.911, 0.503, 0.857], [-0.667, 0.958, -0.732], [1.693, -0.220, -0.131], [1.235, -0.519, 1.806], [-0.130, 0.626, -0.509], [-0.841, -0.682, 0.978], [-0.225, -0.023, -1.776], [0.343, -0.515, 0.073], [-0.558, 0.830, -0.297], [0.907, 0.305, 0.618], [-0.844, 0.108, 0.344], [0.075, -0.103, 0.460], [0.388, -0.126, -0.003], [0.026, -0.771, 0.119], [-0.109, -0.125, 0.472], [-0.023, 0.019, -0.103], [0.262, -0.091, -0.148], [-0.114, 0.065, 0.450], [0.264, 0.002, 0.100], [0.087, -0.741, -0.096], [-1.043, -0.555, -0.311], [0.096, -0.208, 0.178], [0.471, 0.084, -0.411], [-0.432, -0.782, -0.159], [0.314, 0.036, -0.021], [0.245, 0.424, 0.801], [-0.142, -0.173, -0.072], [-0.709, -1.382, 0.922], [-1.244, 0.174, -1.001], [-0.147, 0.312, -0.924], [-0.539, -1.434, 0.327], [0.632, -0.302, 0.702], [-0.517, -0.282, 0.776], [1.105, 0.880, 1.109], [0.232, -1.240, -1.473], [0.017, -0.192, 0.066], [-0.098, 0.693, 0.387], [0.278, -0.166, 0.042], [-0.381, 0.005, -0.077], [-0.072, 0.513, 0.187], [0.177, 0.081, 0.123], [0.649, 0.048, -0.385], [-0.101, 0.392, 0.060], [0.517, 0.080, -0.033], [-0.020, 0.289, -0.343], [0.024, 1.040, 0.113], [-0.333, 0.049, 0.434], [-0.578, -0.166, -0.521], [0.610, 0.310, -0.535], [0.025, 0.211, -0.051], [-0.185, 0.031, 0.311], [-0.235, 0.457, -0.412], [0.022, 0.165, -0.346], [0.232, -0.533, 0.128], [0.526, -0.370, -0.257], [0.230, 0.029, -0.035], [-0.303, 0.137, 0.076], [-0.581, 1.740, -0.214], [-0.211, -0.517, 1.011], [1.009, 0.613, 1.240], [0.027, -0.198, -1.249], [0.114, 0.274, -2.835], [-0.449, 0.504, 1.367], [-3.042, -1.669, -0.241], [1.265, 0.216, 0.255], [0.536, 1.071, 0.103], [-0.140, -0.826, 1.490], [0.836, -0.108, 0.546], [-0.344, -0.083, -0.308], [-0.038, -0.006, -0.136], [-0.033, -0.393, -0.058], [0.417, 0.133, 0.132], [-0.245, 0.053, 0.119], [-0.024, -0.273, -0.017], [0.855, 0.203, -0.029], [-0.349, -0.220, -0.007], [-0.075, 0.087, -0.575], [0.255, -0.391, 0.152], [-0.233, 0.145, 0.160], [-0.155, -1.002, 0.027], [0.199, -0.914, -0.533], [0.021, 0.498, 0.336], [0.500, -0.136, -0.437], [-0.202, 0.957, 0.851], [0.222, -0.301, -0.269], [0.251, 0.243, -0.588], [-0.516, -0.240, -0.248], [-2.308, 0.884, -0.189], [3.760, -2.011, -1.649], [-0.251, 1.544, 3.005], [-1.529, -0.372, -1.397], [0.077, 0.382, 0.855], [-0.292, 0.387, 0.169], [1.393, -3.848, -2.033], [0.938, -2.313, -1.987], [0.764, 5.320, 2.725], [-2.724, 0.738, 1.101], [-2.088, -0.352, -0.730], [0.354, -0.873, -1.995], [0.973, -0.628, -0.026], [0.216, 1.688, 0.655], [1.004, -0.255, 0.627], [0.105, -0.547, 0.320], [0.052, 0.832, 0.926]],
  "lowdin_charge": [-0.07, -0.14, -0.21, 0.08, -0.13, -0.05, -0.04, -0.14, -0.19, -0.08, 0.08, 0.09, 0.09, 0.13, 0.11, 0.11, 0.09, 0.11, 0.13, 0.11, 0.07, 0.08, 0.06, 0.12, 0.09, 0.10, 0.12, 0.07, 0.10, 0.08, -0.02, -0.12, -0.18, 0.01, -0.14, -0.02, -0.07, -0.20, -0.20, -0.06, 0.07, 0.06, 0.05, 0.10, 0.09, 0.09, 0.09, 0.08, 0.12, 0.11, 0.07, 0.06, 0.09, 0.14, 0.13, 0.14, 0.13, 0.07, 0.09, 0.09, -0.05, -0.16, -0.21, 0.03, -0.10, -0.03, -0.06, -0.21, -0.20, -0.04, 0.07, 0.09, 0.07, 0.12, 0.12, 0.11, 0.10, 0.09, 0.11, 0.12, 0.07, 0.09, 0.07, 0.14, 0.13, 0.12, 0.11, 0.10, 0.07, 0.07, -0.02, -0.10, -0.24, 0.02, -0.14, -0.06, -0.04, -0.17, -0.21, -0.06, 0.06, 0.08, 0.08, 0.10, 0.11, 0.09, 0.10, 0.09, 0.13, 0.13, 0.08, 0.07, 0.10, 0.12, 0.13, 0.09, 0.13, 0.10, 0.08, 0.09, -0.04, -0.12, -0.18, 0.00, -0.14, -0.08, -0.08, -0.25, -0.19, -0.06, 0.11, 0.07, 0.05, 0.13, 0.10, 0.09, 0.08, 0.09, 0.12, 0.13, 0.09, 0.09, 0.08, 0.13, 0.14, 0.14, 0.13, 0.10, 0.09, 0.08, 0.03, -0.93, -0.06, -0.03, 0.03, 0.07, -0.91, -0.01, 0.03, 0.07, 0.17, -0.16, -0.18, -0.21, -0.13, -0.20, -0.18]
}